1.
Molecular formula: C18H22F3N3O2S
Method: DFT, the ωB97M-V functional and the def2-TZVPD basis

```
49
C18H22F3N3O2S (the ωB97M-V functional and the def2-TZVPD basis)
S 3.817 0.190 1.048
F -6.275 2.606 1.096
F -7.449 1.718 -0.473
F -7.399 0.812 1.476
O 4.807 -0.849 0.997
O 3.711 0.962 2.256
N -1.414 -2.323 0.144
N 0.249 -0.884 -0.507
N 4.006 1.188 -0.261
C -5.462 0.587 0.140
C 3.550 2.551 -0.113
C 5.000 0.870 -1.260
C -3.120 0.104 0.140
C 1.428 -0.319 -0.324
C -5.703 -0.546 -0.625
C -0.214 -1.750 0.406
C 4.370 0.562 -2.617
C -2.059 -3.194 1.095
C 1.750 -1.452 1.741
C 0.528 -2.056 1.568
C -2.184 -1.913 -1.011
C 4.553 3.455 0.599
C 2.221 -0.566 0.777
C -4.169 0.915 0.526
C -4.645 -1.353 -1.001
C -6.631 1.433 0.557
C -3.346 -1.036 -0.624
H -3.002 -3.534 0.674
H 3.315 2.945 -1.107
H -3.991 1.799 1.119
H -2.272 -2.679 2.037
H -6.713 -0.790 -0.921
H -2.110 0.355 0.427
H 3.803 1.415 -2.983
H 3.703 -0.293 -2.538
H 5.150 0.330 -3.337
H 2.359 -1.646 2.610
H 5.713 1.695 -1.359
H -2.540 -2.803 -1.540
H -1.439 -4.068 1.303
H 4.744 3.059 1.592
H 5.491 3.506 0.051
H 4.147 4.460 0.687
H 0.150 -2.742 2.306
H -4.833 -2.234 -1.596
H -1.500 -1.357 -1.659
H 1.743 0.368 -1.096
H 2.628 2.507 0.471
H 5.535 -0.007 -0.892
```

Its total energy is -46576.4102 eV. The calculation puts the HOMO energy at -8.41 eV. The SMILES is CCN(CC)S(=O)(=O)c1ccc(N(C)Cc2ccc(C(F)(F)F)cc2)nc1.


2.
Molecular formula: C18H22F3N5O7S3Y
Method: DFT, the ωB97M-V functional and the def2-TZVPD basis

```
59
C18H22F3N5O7S3Y (the ωB97M-V functional and the def2-TZVPD basis)
Y 0.196 0.306 -1.518
S -0.575 3.496 -1.270
S 1.835 -0.380 -3.420
S -0.571 -2.208 -1.726
F 0.737 4.134 1.060
F -1.311 3.548 1.373
F 0.173 2.044 0.902
O -7.713 1.651 -2.351
O -1.158 -0.596 1.003
O -1.595 0.754 -2.897
O -2.197 0.794 -0.337
O -0.154 4.865 -1.511
O 0.487 2.496 -1.683
O -7.154 1.532 -0.278
N 3.880 -2.162 0.458
N 4.364 0.200 0.735
N 2.953 -0.952 2.341
N -6.881 1.484 -1.472
N 2.118 -0.513 0.085
C 3.963 0.088 2.137
C 4.874 -1.101 0.296
C 3.501 -2.223 1.868
C -5.161 1.243 -3.198
C -5.516 1.286 -1.847
C 0.864 -1.699 -5.623
C 3.181 0.517 -0.056
C -1.155 -3.181 -4.248
C -3.856 1.062 -3.576
C 1.785 -0.627 1.528
C -0.223 3.326 0.623
C 0.709 -1.558 -4.124
C -4.544 1.143 -0.858
C -2.826 0.905 -2.613
C -2.177 -0.291 0.452
C -0.239 -2.257 -3.472
C 2.702 -1.821 -0.335
C -3.256 0.941 -1.255
H 4.381 -2.475 2.465
H 1.361 0.315 1.875
H 0.828 -2.744 -5.941
H -4.818 1.200 0.187
H 5.760 -1.349 0.884
H 0.069 -1.164 -6.153
H 1.816 -1.273 -5.934
H 2.786 1.483 0.268
H 3.556 1.046 2.468
H 4.843 -0.147 2.740
H -1.811 -3.713 -3.564
H -0.593 -3.917 -4.830
H 5.151 -1.034 -0.758
H 1.937 -2.588 -0.221
H -1.779 -2.616 -4.948
H 2.749 -3.003 2.001
H 1.035 -1.407 1.646
H -3.577 1.030 -4.620
H -3.139 -0.808 0.540
H 3.460 0.581 -1.110
H -5.940 1.357 -3.938
H 2.967 -1.758 -1.388
```

Its total energy is -82511.2044 eV. The calculation puts the HOMO energy at -4.33 eV. The value obtained for the energy above the lowest of the compared OMol25 structures with the same formula, charge and spin is 170.20 kJ/mol. Its net charge is -1.


3.
Molecular formula: C18H22F6O18Si
Method: DFT, the ωB97M-V functional and the def2-TZVPD basis

```
65
C18H22F6O18Si (the ωB97M-V functional and the def2-TZVPD basis)
Si 3.596 -0.982 -0.808
F 1.747 4.365 4.703
F -3.532 1.414 -0.003
F -1.556 -0.232 4.768
F -9.585 0.929 -0.757
F 5.812 1.654 1.195
F 0.054 -3.968 -3.939
O 6.663 -0.617 0.893
O 3.435 3.401 0.712
O 1.899 -2.755 -3.570
O 0.024 -1.389 5.854
O 0.989 -0.332 -0.110
O 4.238 4.724 2.396
O -2.045 0.190 -4.003
O -6.947 -1.124 -1.456
O 2.479 -2.349 -5.717
O -3.102 1.044 -2.169
O -8.005 -0.228 0.330
O 2.343 3.533 2.712
O 1.082 -2.285 4.069
O 1.393 -0.118 1.120
O 1.667 -2.939 6.181
O -6.362 -1.778 0.656
O -1.796 -0.788 -1.951
O 3.888 -1.732 -4.025
C 0.742 -2.885 -4.364
C 0.036 -1.472 3.578
C 2.808 3.953 3.974
C -8.278 0.584 -0.790
C -2.207 -0.404 -0.655
C 1.283 -3.103 -5.736
C 2.845 -2.238 -4.403
C -3.403 0.440 -0.932
C 3.708 5.096 3.652
C 5.090 0.273 -0.986
C -7.993 -0.311 -1.947
C 0.980 -2.263 5.433
C 1.995 0.115 -1.091
C -2.292 0.154 -2.809
C 3.344 3.849 1.842
C -7.049 -1.102 -0.092
C 5.901 0.380 0.436
C -0.249 -0.577 4.735
H 1.815 0.789 1.178
H 5.836 -0.047 -1.829
H 0.604 -2.742 -6.513
H 0.124 -1.987 -4.263
H 2.314 1.247 -0.915
H 3.573 -1.668 0.482
H -0.819 -2.102 3.309
H -2.447 -1.278 -0.044
H 1.671 -0.099 -2.200
H -7.675 0.245 -2.834
H -1.399 0.153 -0.168
H -7.654 1.483 -0.753
H 1.520 -4.153 -5.936
H 3.681 -2.051 -1.836
H 4.504 5.220 4.392
H 0.375 0.322 4.772
H 4.693 1.359 -1.258
H -4.340 -0.122 -1.015
H -8.848 -0.941 -2.216
H 3.170 6.044 3.552
H 0.354 -0.917 2.691
H 3.306 3.118 4.480
```

Its total energy is -80054.8307 eV. The calculation puts the HOMO energy at -9.67 eV. The SMILES is O=C1OC[C@@H](F)O1.O=C1OC[C@@H](F)O1.O=C1OC[C@@H](F)O1.O=C1OC[C@@H](F)O1.O=C1OC[C@@H](F)O1.O=C(F)C[SiH2]COO.


4.
Molecular formula: C18H22FN2O6ReSe2
Method: DFT, the ωB97M-V functional and the def2-TZVPD basis

```
52
C18H22FN2O6ReSe2 (the ωB97M-V functional and the def2-TZVPD basis)
Re -0.450 -0.151 1.195
Se -2.276 -1.715 0.896
Se 0.534 -0.461 3.317
F -0.355 0.483 -6.150
O 0.744 -1.918 0.479
O -0.686 -5.017 4.230
O -0.074 -0.248 -1.010
O 3.079 2.914 -2.898
O 1.304 2.490 -7.055
O 1.327 0.637 0.410
N 1.965 2.772 -4.855
N 1.494 1.242 -3.098
C -0.210 4.241 0.960
C 0.101 3.548 2.117
C 1.988 0.605 -1.898
C 0.524 0.695 -3.965
C 2.247 2.321 -3.567
C -1.470 1.724 1.515
C 0.856 -3.169 1.268
C -0.005 -4.748 2.979
C 0.993 0.415 -0.816
C 1.274 2.164 -5.891
C -1.123 3.686 0.006
C 0.433 1.089 -5.276
C -1.802 2.442 0.259
C 0.195 -2.430 3.547
C -0.675 2.389 2.456
C -2.871 2.101 -0.799
C -0.180 -3.317 2.357
C -1.722 -3.227 2.126
H -2.257 -3.284 3.096
H -0.442 -5.920 4.499
H 1.122 -4.855 3.098
H -0.237 -5.510 2.202
H -2.642 2.656 -1.686
H -2.017 -4.127 1.632
H -2.958 1.034 -1.071
H 1.903 -3.247 1.579
H -0.083 -0.135 -3.534
H -2.307 1.110 1.934
H -1.327 4.016 -0.983
H 0.180 5.261 0.867
H 2.365 3.694 -5.109
H -3.868 2.420 -0.450
H 0.712 -2.055 -0.483
H 2.444 -0.382 -2.129
H 2.936 1.125 -1.569
H 0.735 -4.037 0.593
H -0.548 -2.682 4.376
H 0.726 4.134 2.828
H 1.161 -2.785 3.966
H -0.756 2.011 3.508
```

Its total energy is -169819.7531 eV. The calculation puts the HOMO energy (spin up / spin down) at -10.96 / -11.62 eV. The value obtained for the energy above the lowest of the compared OMol25 structures with the same formula, charge and spin is 0.00 kJ/mol. Its net charge is +1. As for the spin multiplicity: 4.